Model one:
Below is 2 unconnected molecules or ions with the total composition C10H12F2O, with properties calculated with wB97M-V/def2-TZVPD.

Positions of all 25 atoms, in Å:
C 3.02 0.51 0.63
C 2.42 -0.50 1.37
C 2.62 0.68 -0.66
C 1.41 -1.32 0.94
C 1.38 0.00 -1.18
C 0.79 -1.12 -0.33
C -1.41 1.82 -0.69
C -3.06 0.10 0.02
C -0.45 -1.56 -0.63
C -1.85 0.96 0.27
O -1.15 0.73 1.47
F -0.98 -1.60 -1.92
F -1.09 -2.60 0.06
H 3.94 0.95 1.06
H 2.83 -0.79 2.42
H 2.99 1.49 -1.25
H 0.93 -2.18 1.61
H 1.51 -0.43 -2.20
H 0.71 0.78 -1.23
H -2.06 1.95 -1.40
H -0.72 2.59 -0.34
H -2.81 -0.99 0.35
H -3.43 0.06 -0.96
H -3.92 0.41 0.69
H -1.62 0.06 1.88

Properties
Total charge ... 0
Kohn-Sham gap (spin up / spin down) ... 0.287 / 0.287 Ha
SMILES string ... FC(F)=C1C=CC=CC1.C=C(C)O
E_HOMO (spin up / spin down) ... -7.8 / -7.8 eV
LUMO level (spin up / spin down) ... 0.054 / 0.053 eV



Model two:
Below is 2 unconnected molecules or ions with the total composition C10H12F2O, with properties calculated with wB97M-V/def2-TZVPD.

Positions of all 25 atoms, in Å:
C -2.26 2.54 0.08
C -1.74 -1.30 1.16
C 1.58 -0.41 2.06
C 2.65 -1.58 -1.41
C -2.10 1.68 -0.96
C -2.75 -1.18 0.43
C 2.08 0.06 0.91
C 1.44 -1.07 -1.25
C -0.93 0.77 -1.01
C 1.29 0.12 -0.31
O -0.03 0.59 0.00
F -0.62 0.24 -2.23
F 1.91 1.27 -0.98
H -2.99 3.32 0.29
H -1.59 2.37 0.93
H -1.70 -1.81 2.11
H -0.82 -0.61 1.04
H 2.32 -0.55 2.92
H 0.54 -0.43 2.13
H 2.78 -2.32 -2.10
H 3.50 -1.24 -0.97
H -2.86 1.67 -1.70
H -3.45 -0.85 -0.40
H 3.21 0.18 0.96
H 0.54 -1.45 -1.71

Properties
Total charge ... 0
Kohn-Sham gap (spin up / spin down) ... 0.289 / 0.289 Ha
E_HOMO (spin up / spin down) ... -7.2 / -7.6 eV
LUMO level (spin up / spin down) ... 0.648 / 0.293 eV



Quick one: least stable of them? model two



Model one:
Below is 2 unconnected molecules or ions with the total composition C5H11O2, with properties calculated with wB97M-V/def2-TZVPD.

Positions of all 18 atoms, in Å:
C -2.43 0.78 0.29
C -1.41 1.65 1.01
C -1.40 -0.14 -0.77
O -1.09 -1.18 -0.20
O -1.19 0.37 -1.84
H -2.85 -0.06 0.83
H -2.93 1.28 -0.52
H -0.39 1.30 0.89
H -1.58 1.54 2.07
H -1.48 2.70 0.75
C 2.33 -0.92 0.37
C 1.85 -1.24 -1.06
H 2.10 0.13 0.62
H 1.88 -1.45 1.20
H 3.42 -0.92 0.44
H 2.50 -2.02 -1.42
H 0.79 -1.48 -0.99
H 1.88 -0.34 -1.68

Properties
Total charge ... 0
2S+1 ... 2
Kohn-Sham gap (spin up / spin down) ... 0.409 / 0.278 Ha
E_HOMO (spin up / spin down) ... -10.3 / -10.5 eV
LUMO level (spin up / spin down) ... 0.870 / -2.889 eV



Model two:
Below is 2 unconnected molecules or ions with the total composition C5H11O2, with properties calculated with wB97M-V/def2-TZVPD.

Positions of all 18 atoms, in Å:
C 0.77 -1.01 -0.66
C 1.19 -2.39 -1.15
C -0.43 -0.51 -1.61
H 1.57 -0.43 -0.69
H 0.39 -0.86 0.43
H 1.63 -2.92 -0.27
H 0.27 -2.95 -1.51
H -1.12 0.20 -1.07
H 1.86 -2.36 -1.99
H -1.07 -1.24 -2.13
H 0.00 0.08 -2.43
C -0.97 2.30 1.30
C -0.46 1.62 2.51
O -1.42 1.08 3.10
O 0.73 1.79 2.91
H -0.08 2.97 1.05
H -1.73 2.89 1.72
H -1.14 1.73 0.48

Properties
Total charge ... 0
2S+1 ... 2
Kohn-Sham gap (spin up / spin down) ... 0.423 / 0.266 Ha
E_HOMO (spin up / spin down) ... -10.7 / -10.6 eV
LUMO level (spin up / spin down) ... 0.785 / -3.322 eV



Quick one: least stable of them? model two